Entry 1:
ORCA calculation (wB97M-V/def2-TZVPD) on a cluster of 9 separate species, C60H59BrClF9N2O4 in total at a distorted geometry.

HOMO energy: -0.32290 hartree
Charge: 0
Frontier orbital gap: 8.2 eV
Spin multiplicity: 1

The geometry in XYZ format:
```
136
Properties=species:S:1:pos:R:3:forces:R:3
O 2.633 -1.388 4.930 -2.7 0.5 -3.0
H 2.010 -3.896 3.250 -1.1 0.3 -1.0
H 5.023 -2.913 -1.075 -1.6 0.9 0.3
C 3.447 0.141 2.285 -0.3 0.8 0.6
H 0.543 2.653 -7.904 0.0 0.0 0.1
H 3.044 5.231 4.672 0.0 0.1 0.0
H 3.628 -4.022 0.432 -0.9 1.5 -0.1
H -1.223 -7.078 1.408 0.0 0.0 0.0
C -8.341 4.782 -2.026 0.0 -0.1 0.3
H 4.064 -0.382 -9.709 0.0 0.0 0.1
H 1.883 -0.871 -6.067 0.0 0.0 -0.1
C -5.328 7.723 1.757 0.0 0.0 -0.2
H 0.067 7.131 1.198 0.0 0.0 0.0
F 1.066 8.848 2.864 0.0 0.2 0.0
C 4.135 -2.245 -0.783 0.0 0.6 0.3
C 3.549 -7.885 1.605 -0.2 0.1 0.1
C -1.836 -1.196 1.661 -1.3 -1.1 -0.8
H 3.614 -1.807 -1.703 0.8 -0.8 1.3
H -3.624 -2.556 1.085 0.3 1.1 0.9
H 4.608 -1.348 -0.243 -0.8 -1.4 -0.6
H -5.158 7.258 5.113 0.0 0.0 -0.1
H -0.400 -10.559 -0.930 0.0 0.1 0.0
C 3.972 -0.852 -8.737 0.0 0.1 -0.2
H 4.784 -6.931 -1.404 0.0 0.0 0.1
H -0.156 1.313 -0.035 -0.5 0.6 0.0
C 3.657 -7.227 0.391 0.6 -0.6 0.3
C 2.000 -0.475 2.591 1.6 -0.4 0.6
F 3.136 2.550 1.623 0.4 -1.5 1.5
C 2.091 2.673 -6.413 -0.3 0.0 0.2
F -2.614 1.566 0.832 -0.2 -0.2 0.2
C 1.397 2.111 -4.190 -0.2 0.1 -0.9
C -7.015 5.095 -1.747 0.2 0.1 -0.1
F 2.706 -6.349 0.031 -0.2 0.2 -0.1
H -1.672 -0.722 0.639 0.1 -0.3 1.7
C -1.925 4.653 -0.922 0.2 -0.2 0.0
H -3.617 3.844 0.141 0.1 -0.1 0.0
H 4.724 1.882 2.763 -1.6 -0.2 -0.2
C -0.654 2.252 -0.290 0.0 -0.3 0.1
C 0.784 2.501 -6.858 -0.1 0.1 0.0
C 4.531 -8.798 1.975 0.1 0.1 -0.3
H -5.234 7.190 0.819 0.0 0.1 0.1
C 2.889 -0.547 -7.928 0.5 -0.5 0.3
C -5.760 9.786 2.933 -0.1 0.2 0.0
H 2.598 7.680 4.598 -0.1 0.0 -0.1
C -7.299 4.287 0.510 0.2 0.0 0.2
H 3.156 1.948 3.700 0.1 -0.2 -1.5
N 0.494 -1.865 3.806 3.0 1.0 0.3
C -9.147 4.230 -1.034 0.0 0.0 0.0
H -6.875 4.094 1.488 0.0 0.0 0.0
H -3.964 -0.722 1.210 0.5 -1.5 0.8
C -5.290 7.770 4.165 0.0 0.0 0.1
C 0.981 5.337 1.977 0.1 0.1 0.2
C 5.714 -8.363 -0.083 -0.2 0.0 0.3
C 1.816 4.809 2.957 0.0 0.0 0.2
C 2.397 5.645 3.906 -0.3 0.1 -0.3
C -0.620 4.420 -1.345 0.0 0.1 0.0
C 1.843 -1.265 3.978 -0.3 -0.2 0.4
H -5.706 9.673 5.079 0.0 0.0 -0.1
C 4.926 -1.759 -8.287 -0.2 0.0 0.3
H -0.825 -8.375 3.496 0.0 0.0 -0.1
C -0.245 -10.816 1.208 -0.1 0.3 0.1
C 4.781 -2.357 -7.038 0.1 0.0 0.0
H -3.686 -1.702 2.786 0.0 -0.2 -1.6
F -5.224 5.139 -0.215 0.0 0.1 0.0
C 0.722 6.703 1.948 -0.1 0.1 -0.1
C 5.613 -9.034 1.133 0.0 0.0 0.0
C -0.986 -2.541 1.738 -0.2 0.5 -0.3
Br 1.149 -0.614 -0.085 0.4 -1.7 0.3
H 5.782 -1.999 -8.909 -0.1 0.0 0.0
C 1.063 -3.896 2.625 0.0 -0.7 -2.3
C 3.106 -3.025 0.192 1.7 -1.7 -1.1
H -0.095 5.176 -1.921 0.0 -0.1 0.1
C -0.369 -10.198 2.448 0.0 0.0 0.1
H 3.410 2.621 -4.706 -0.1 0.0 0.0
H 3.572 -2.517 -5.266 0.0 0.1 -0.1
C -0.831 -8.754 0.136 0.1 -0.4 0.6
H -6.375 5.533 -2.504 0.0 0.0 0.1
H 5.523 -3.068 -6.690 -0.1 0.1 0.0
C 0.458 -2.401 2.391 0.3 -3.6 0.7
O 0.660 -5.772 5.036 0.3 -0.9 -1.6
H 1.026 3.041 -1.365 -0.2 0.1 0.2
C -5.153 7.068 2.971 -0.1 0.3 0.1
H 2.013 3.746 2.981 -0.1 0.2 0.0
F -1.055 -8.053 -0.987 0.0 0.1 -0.1
H -1.686 -0.484 2.529 0.2 -0.9 -1.3
C 0.014 3.221 -1.032 -0.3 0.3 0.2
H -2.416 5.590 -1.164 0.0 -0.1 0.0
H 0.419 -2.568 4.554 -0.5 0.0 -0.7
H -5.990 10.844 2.899 0.0 -0.1 0.0
H 3.708 0.070 1.174 -0.5 0.0 1.7
H -8.747 4.969 -3.014 0.1 0.0 0.1
C 0.092 1.932 -4.621 -0.1 -0.1 0.2
O 2.905 -2.363 1.469 -2.3 0.2 -1.5
H -0.187 -10.763 3.356 0.0 0.1 -0.1
C -8.628 3.985 0.234 0.1 0.1 -0.3
H 4.213 -0.433 2.918 -1.1 0.7 -1.0
H 2.136 -3.318 -0.337 1.2 0.8 0.9
F -5.789 9.709 0.579 0.0 0.1 -0.1
C 4.727 -7.457 -0.459 0.0 0.1 -0.2
C -1.958 2.495 0.121 0.6 0.7 -0.6
C -0.483 -10.092 0.044 0.0 -0.1 -0.2
H -1.236 2.004 -6.309 0.1 0.0 0.1
H -4.911 6.011 2.986 0.0 0.1 0.0
C -2.600 3.684 -0.190 -0.1 -0.1 0.2
C 3.594 1.680 2.688 1.7 -0.4 -0.4
C -5.596 9.128 4.148 0.1 -0.3 -0.2
H -10.183 3.990 -1.250 0.1 0.0 0.0
H 1.211 -4.349 1.575 0.3 0.5 1.6
C -0.726 -8.854 2.528 0.1 -0.2 -0.2
C 1.649 -1.690 1.548 0.1 3.3 2.5
C -5.626 9.075 1.751 0.1 -0.4 0.7
H -0.850 -2.932 0.663 -0.1 0.5 1.6
H 0.037 -11.861 1.147 0.0 0.1 0.0
N 0.775 -5.839 3.850 0.3 0.1 2.6
H 6.381 -9.744 1.423 -0.1 0.1 0.0
H 6.560 -8.545 -0.736 -0.1 0.0 0.0
H -9.258 3.558 1.007 0.1 0.0 -0.1
Cl 0.765 0.870 2.778 0.6 -0.9 -0.5
H -1.653 -3.317 2.262 1.5 1.0 -0.4
F 1.971 0.331 -8.358 -0.1 0.0 -0.2
H 2.704 -7.682 2.252 0.0 0.0 -0.1
C 2.148 7.013 3.872 0.1 0.2 0.1
C -6.508 4.841 -0.483 -0.9 -0.2 -0.2
C 1.311 7.527 2.895 0.1 -0.8 0.0
C 2.737 -1.132 -6.681 -0.2 0.1 0.1
F 1.695 1.921 -2.893 0.3 -0.3 -0.1
C -0.953 -8.126 1.365 0.0 0.2 0.0
H 0.532 4.686 1.236 0.0 0.1 0.0
H 2.870 2.955 -7.113 -0.1 0.0 0.1
C 3.686 -2.047 -6.237 0.1 0.1 -0.3
C 2.399 2.483 -5.071 0.2 0.0 0.1
C -3.412 -1.613 1.683 0.9 1.3 0.1
H -0.671 1.638 -3.910 0.1 0.0 0.0
H 4.451 -9.325 2.920 0.0 0.1 -0.1
O 0.106 -4.776 3.301 -0.3 2.0 -0.8
C -0.217 2.134 -5.962 0.4 0.1 0.0
```
Forces are in eV/Å.

=====

Entry 2:
ORCA calculation (wB97M-V/def2-TZVPD) on a cluster of 9 separate species, C62H59FN5O19P2 in total at a distorted geometry.

HOMO energy: -0.37730 hartree
Charge: +1
Frontier orbital gap: 6.7 eV
Spin multiplicity: 1

The geometry in XYZ format:
```
148
Properties=species:S:1:pos:R:3:forces:R:3
H -2.449 0.492 -1.993 0.9 -0.4 -0.3
H -3.978 3.972 3.256 -0.2 -0.4 -0.6
O -0.063 -6.050 6.480 -0.1 0.3 0.1
C -1.293 7.107 0.868 0.1 0.1 0.1
H -0.403 -5.114 -6.523 0.1 0.3 -0.1
H -1.255 -6.050 4.186 0.1 0.0 0.0
C -1.251 11.041 1.843 0.0 0.0 0.0
C -0.602 -4.139 3.549 0.0 0.0 0.0
C -0.182 -8.041 -1.209 -0.1 0.1 0.0
H 0.192 8.217 2.019 0.0 -0.1 0.1
H -2.755 9.668 2.651 0.0 0.0 0.0
H 2.737 -4.265 -2.332 -0.6 -0.3 -0.4
H 4.431 3.693 -2.088 0.0 0.0 0.0
H 1.210 -3.662 -0.245 -0.1 0.2 -0.1
C 1.866 -8.869 0.039 0.0 0.1 0.1
C 0.874 -2.624 -0.282 -1.7 2.1 -0.2
H 3.350 -1.164 -6.246 0.0 0.0 -0.2
C 1.775 -1.805 0.622 0.6 0.0 0.4
C 0.762 -9.148 -0.914 0.0 -0.1 0.0
H -0.900 6.202 -2.442 0.0 0.0 0.0
H 1.189 -1.297 -8.363 -0.3 -0.2 0.2
H -3.991 -1.877 -2.912 0.0 0.2 -0.2
H 2.801 -7.449 1.300 0.0 0.0 0.0
C -3.754 3.022 -0.058 0.0 0.2 0.0
O 0.332 6.329 8.283 0.0 0.0 0.0
H 2.544 -9.688 0.243 0.0 0.0 0.0
C 1.415 -10.562 4.476 0.0 -0.1 0.0
C 0.292 -4.729 -5.772 -0.4 0.6 0.4
C 0.592 7.315 -1.284 0.1 0.1 0.0
H -1.103 -4.147 2.589 0.0 0.0 0.0
C 3.983 4.602 -3.948 0.0 -0.1 0.1
H 1.323 -7.504 6.167 0.0 -0.2 0.0
H -0.402 -4.383 -2.417 0.1 0.2 0.0
H -4.165 0.999 -0.800 -0.1 0.0 0.0
C -0.192 -1.000 -3.386 1.0 -1.3 0.3
C 0.746 -2.045 -1.694 1.0 -0.2 0.5
H -0.031 12.652 1.001 0.0 0.0 0.0
N -3.008 -1.872 -3.174 0.3 0.7 0.8
O -2.850 -1.572 -0.604 0.4 0.8 -1.0
C 1.292 -3.741 -6.370 -1.4 -1.0 0.9
O 0.330 -8.527 4.000 0.1 0.0 -0.1
O -3.481 3.481 -1.155 0.2 -0.2 0.0
H 3.438 -1.572 -3.470 0.1 -0.2 -0.6
C 2.003 -7.672 0.604 0.0 -0.1 0.0
C -4.137 1.598 0.102 0.0 0.0 0.0
H -3.257 2.264 -4.418 -0.3 -0.2 -0.4
N -0.822 -0.036 -3.991 -0.6 0.6 1.2
C 0.015 -5.119 5.707 -0.1 0.0 0.0
H -0.721 -6.026 -0.845 0.0 0.0 0.1
H -1.329 -4.916 -4.407 0.1 0.0 0.0
O 3.311 5.377 -6.067 0.0 -0.1 0.0
O -0.330 10.253 1.949 -0.2 0.6 0.1
H 1.313 -3.900 6.986 0.0 0.0 0.0
H 0.969 -5.029 -3.273 0.1 0.2 0.1
H -0.982 -8.264 -1.905 0.0 -0.1 0.0
C -0.042 -6.845 -0.643 0.0 0.0 0.0
C 2.395 -9.214 6.805 -0.1 0.0 -0.1
H 4.534 -3.051 -3.359 0.1 0.1 0.5
H 1.830 8.401 0.159 0.0 0.0 0.0
C 2.446 -0.789 -6.730 0.0 -0.1 0.1
C -0.725 6.692 6.212 0.0 0.0 -0.1
H 3.914 -1.653 0.822 -0.2 1.4 1.0
C -0.511 -4.199 -4.555 -0.3 -0.6 0.0
C 2.523 -3.323 -2.823 -0.4 0.2 0.0
H -1.798 6.791 4.387 0.0 -0.1 0.0
H -2.271 -1.494 0.173 -0.2 -0.1 0.0
H -1.339 2.217 -2.923 0.3 -0.5 0.1
C 0.191 -2.931 3.867 0.0 0.0 0.0
N -3.241 1.262 -4.221 0.6 0.2 0.5
H -2.594 3.278 6.851 0.0 0.0 0.0
C -0.708 6.621 -1.462 -0.1 -0.1 0.0
H -0.118 -2.572 0.190 0.0 -0.5 -0.1
C -2.315 4.974 5.495 0.0 0.1 0.0
O -4.347 13.674 1.493 0.0 0.0 0.0
C 0.891 -2.891 5.173 0.1 0.0 0.0
C 0.878 7.898 0.047 -0.1 0.0 0.0
H -2.534 6.021 -0.580 0.0 0.0 -0.1
C -3.428 12.892 1.598 -0.1 0.1 0.0
H 0.875 -5.575 -5.408 0.1 0.0 -0.2
H 1.416 -1.576 1.629 0.7 -1.8 0.0
N 0.813 -1.805 -3.952 -0.5 1.4 0.5
C 2.355 3.328 -5.421 -0.1 -0.1 0.0
O 3.481 -11.248 7.276 0.0 0.0 -0.1
C 0.003 7.802 1.046 0.2 -0.4 -0.1
C 1.746 -1.839 -7.597 0.1 1.4 -0.4
C 3.019 2.469 -3.225 0.0 -0.1 0.1
H 3.105 -0.688 -0.567 0.6 -1.5 -1.0
C 3.226 4.517 -5.222 0.1 0.2 0.0
C 1.061 -6.569 0.307 0.0 -0.1 0.1
P -2.066 1.044 -3.228 -1.6 1.4 -0.9
C 0.810 -3.907 6.028 0.0 0.1 0.0
H -4.645 11.276 2.441 0.0 0.0 0.0
O 0.635 -10.235 -1.431 0.0 0.1 0.0
H 1.616 -1.178 -4.050 0.2 -0.5 -0.7
H -3.434 4.897 1.018 0.0 0.0 0.1
C 2.208 -11.245 5.298 0.0 0.0 -0.1
H 1.634 1.507 -4.618 0.0 0.0 0.0
H -2.844 -2.491 -3.960 -0.1 0.0 0.1
H 2.498 -2.421 -8.129 -0.2 -0.4 0.3
H 1.491 -1.238 -1.763 0.0 -0.2 0.3
C 1.602 -8.531 5.983 0.2 0.0 0.0
F -0.571 0.238 -5.291 0.1 -0.3 0.0
H 2.684 0.060 -7.376 0.3 -0.1 0.1
O -4.659 1.471 3.605 0.0 -0.1 -0.1
C -0.455 5.927 7.455 0.1 0.1 0.1
C -1.582 6.524 -0.465 -0.1 0.0 0.0
H -0.184 7.622 6.092 0.0 0.0 0.0
H 1.465 -1.998 5.386 0.0 0.0 0.0
C 0.295 -4.173 -3.232 -1.0 0.4 -0.5
O -2.090 7.023 1.786 0.0 -0.1 -0.1
C 3.887 3.650 -3.022 0.0 0.0 0.0
H 2.808 -8.778 7.706 0.0 0.0 0.0
O 1.387 7.399 -2.198 0.0 -0.1 0.0
C -1.042 12.402 1.298 0.0 0.1 0.0
O 0.268 -2.007 3.079 -0.4 0.0 0.4
C -3.715 3.861 1.157 0.0 -0.1 -0.1
O -3.105 4.576 4.662 0.3 0.3 0.7
C -2.625 10.669 2.257 -0.1 0.0 0.0
C -1.589 6.248 5.302 0.1 0.2 0.0
C -4.390 1.936 2.519 0.0 0.1 0.1
H 4.611 5.474 -3.819 0.0 0.0 0.0
C 2.761 -10.625 6.528 0.1 0.0 0.1
C -0.684 -5.156 4.401 -0.1 0.0 -0.1
C -2.050 4.207 6.733 0.0 -0.1 0.1
H -1.014 -3.253 -4.781 0.3 0.0 -0.1
C -4.431 1.092 1.296 0.0 -0.1 -0.1
H -4.713 0.054 1.432 0.0 0.0 0.0
C 1.052 -9.152 4.755 0.0 0.0 0.0
C 3.014 -1.380 0.278 -0.4 0.5 -0.7
C 3.544 -2.634 -3.243 0.9 1.2 -0.4
C -4.008 3.361 2.356 -0.2 0.2 0.0
H 2.485 -12.275 5.112 0.0 0.0 0.0
H -1.919 14.261 0.789 0.0 0.0 0.0
O 0.777 -2.626 -6.889 0.2 -0.3 -0.5
C -1.187 4.649 7.644 -0.1 -0.1 0.0
H 1.002 -10.997 3.575 0.0 0.0 0.0
C 2.262 2.381 -4.493 0.0 0.1 -0.1
P -2.018 -2.253 -1.849 -0.1 -2.4 1.1
H -0.978 4.105 8.556 0.0 0.0 0.0
H 1.804 -0.394 -5.939 -0.2 -0.1 -0.3
N -0.492 -1.312 -2.079 -0.9 0.6 -1.6
O 2.450 -3.994 -6.321 1.8 0.1 -0.2
C 1.076 -2.857 -2.941 1.0 -1.3 1.0
O 2.922 1.594 -2.383 -0.1 -0.1 -0.1
H 1.808 3.282 -6.355 0.0 0.0 0.0
C -3.635 11.528 2.144 0.0 -0.1 0.0
O 1.188 -5.476 0.826 0.0 -0.1 0.0
C -2.051 13.262 1.184 0.1 0.0 0.0
```
Forces are in eV/Å.